Record 1
{"formula": "F2HO2PS2", "method": "ωB97M-V with the def2-TZVPD basis set", "symbols": ["S", "S", "P", "F", "F", "O", "O", "H"], "coordinates": [[-4.47494, 0.09107, -0.08955], [-0.65900, -2.80174, -0.45271], [-1.16595, -1.01740, -0.20795], [-4.25127, 1.64628, -0.34873], [-1.12915, 0.00402, -1.47591], [-0.21998, -0.21108, 0.68225], [-2.68156, -0.71798, 0.20614], [0.64009, -0.09222, 0.34074]], "forces_ev_per_angstrom": [[3.64, -0.87, 0.15], [-0.09, -0.75, -0.30], [-2.85, 1.58, -2.86], [0.11, -0.61, 0.12], [0.20, -1.22, 0.31], [-0.71, 1.23, 2.62], [-1.92, 0.49, 0.52], [1.63, 0.15, -0.56]], "energy_ev": -40505.647, "smiles": "O[P@@](F)(=S)OSF", "charge": 0, "homo_lumo_gap_ha": 0.265, "spin_multiplicity": 1}

***

Record 2
{"formula": "C4H9N4O", "method": "ωB97M-V with the def2-TZVPD basis set", "symbols": ["O", "N", "N", "N", "N", "C", "C", "C", "C", "H", "H", "H", "H", "H", "H", "H", "H", "H"], "coordinates": [[1.03293, -1.64911, 0.27906], [-2.00749, 0.17908, 0.62511], [-0.92926, 0.39062, -0.13418], [-1.12672, -0.10338, -1.30329], [-2.32751, -0.65150, -1.34096], [1.48369, 0.65335, -0.51506], [0.29260, 1.08142, 0.32252], [2.03711, -0.72435, -0.12601], [-2.87250, -0.46595, -0.15178], [1.22081, 0.68781, -1.57146], [-2.07841, 0.47905, 1.58915], [2.79634, -0.62680, 0.65355], [2.26359, 1.40184, -0.36205], [0.10784, 2.15352, 0.25704], [2.52868, -1.14952, -1.00101], [0.42981, 0.80920, 1.37080], [-3.85291, -0.78436, 0.16811], [1.00139, -1.68091, 1.24047]], "forces_ev_per_angstrom": [[-0.34, 0.29, 0.11], [0.12, 0.06, -0.12], [-0.29, -0.13, 0.06], [0.03, 0.01, 0.08], [-0.02, 0.15, 0.00], [0.10, 0.04, 0.03], [0.28, 0.06, 0.04], [0.26, -0.13, -0.12], [-0.17, -0.21, 0.03], [-0.04, 0.02, 0.04], [0.07, 0.04, 0.00], [-0.07, 0.05, 0.01], [-0.03, 0.00, -0.04], [-0.07, -0.04, -0.06], [0.02, -0.03, 0.08], [-0.09, 0.01, -0.02], [0.05, 0.00, -0.05], [0.18, -0.19, -0.07]], "energy_ev": -12292.885, "smiles": "OCCCn1nnc[nH+]1", "charge": 1, "homo_lumo_gap_ha": 0.364, "spin_multiplicity": 1}

***

Record 3
{"formula": "C19H24CeClN", "method": "ωB97M-V with the def2-TZVPD basis set", "symbols": ["Ce", "Cl", "N", "C", "C", "C", "C", "C", "C", "C", "C", "C", "C", "C", "C", "C", "C", "C", "C", "C", "C", "C", "H", "H", "H", "H", "H", "H", "H", "H", "H", "H", "H", "H", "H", "H", "H", "H", "H", "H", "H", "H", "H", "H", "H", "H"], "coordinates": [[0.80663, -0.13245, -0.31484], [2.70208, 0.85973, -1.84646], [-0.63010, -2.22046, 1.57140], [1.69714, 1.54992, 1.13624], [-0.58168, 1.94162, 0.92340], [-1.59901, 0.55724, -1.45946], [-0.39445, 0.74781, -2.19990], [0.99810, 0.83780, 2.16847], [-0.73676, -1.51798, -1.92930], [-1.16619, -3.01916, 3.75815], [-1.36704, -3.18288, 1.00429], [-0.39305, 1.07961, 2.01463], [-0.56240, -2.07206, 2.90139], [-1.77553, -0.82182, -1.25951], [5.89005, 2.16088, -2.54863], [0.12406, -0.55357, -2.54814], [4.84213, 1.82388, -3.50881], [-1.87032, -4.05784, 3.17815], [0.69241, 2.19749, 0.32953], [4.33492, 2.98129, -4.24010], [5.15606, 0.68799, -4.37034], [-1.99148, -4.17440, 1.80179], [3.99016, 3.80681, -3.60510], [3.47161, 2.77129, -4.88392], [5.42251, -0.23601, -3.84371], [-1.54149, 2.33623, 0.59282], [-0.05949, -1.19170, 3.30645], [1.03084, -0.74572, -3.13058], [6.00300, 1.05446, -4.95771], [-2.26647, 1.33644, -1.09736], [5.61568, 2.95776, -1.84715], [6.20304, 1.33855, -1.89450], [2.78052, 1.58501, 0.96442], [-2.54628, -4.97575, 1.26918], [-1.04152, -2.85862, 4.85631], [-1.19143, 0.63395, 2.63079], [-2.32409, -4.80537, 3.80829], [1.49074, 0.27184, 2.97605], [-2.56818, -1.28685, -0.65590], [6.71672, 2.47843, -3.19186], [-1.50137, -3.17371, -0.07919], [0.89115, 2.90604, -0.48122], [4.33360, 0.38247, -5.02840], [5.20544, 3.27672, -4.83374], [-0.03038, 1.70345, -2.59403], [-0.61288, -2.60981, -2.02837]], "forces_ev_per_angstrom": [[-1.13, -2.28, 2.47], [0.99, 0.16, -0.25], [0.36, 1.54, -1.05], [-0.53, 1.06, 1.00], [0.64, -0.05, -0.45], [0.70, 0.02, -0.25], [-0.89, -0.12, -1.71], [0.64, 0.62, -0.14], [0.31, 0.17, -0.90], [0.85, 1.54, 0.15], [-0.36, -1.02, 1.47], [0.13, -0.72, 0.21], [-0.71, -1.45, 0.35], [0.14, -0.54, 0.39], [-0.73, -0.38, 2.64], [-1.45, -0.04, -0.98], [2.79, 1.09, -1.96], [-0.13, -0.64, 0.19], [0.35, 1.33, 1.01], [-2.72, 0.60, 0.61], [-1.64, -2.23, 0.38], [0.26, 0.74, -1.51], [0.61, -0.06, -0.01], [0.52, -0.22, -0.21], [0.42, 0.43, 0.08], [0.44, -0.12, 0.13], [0.00, -0.53, -0.20], [-0.63, 0.02, 0.15], [0.01, -0.16, -0.08], [0.28, -0.29, -0.19], [0.09, 0.19, -0.54], [0.16, -0.10, -0.57], [-0.57, 0.06, 0.21], [0.36, 0.60, 0.81], [-0.36, -0.45, -1.09], [0.56, 0.43, -0.44], [-0.11, -0.10, 0.12], [-0.37, 0.21, -0.63], [0.46, 0.35, -0.43], [0.09, 0.02, 0.16], [0.30, -0.14, 0.43], [-0.09, -0.44, 0.35], [0.24, 0.50, -0.15], [-0.13, 0.18, -0.09], [-0.11, -0.53, 0.31], [-0.05, 0.73, 0.25]], "energy_ev": -47016.739, "charge": 2, "homo_lumo_gap_ha": [0.260, 0.260], "spin_multiplicity": 1}

***

Record 4
{"formula": "C3H2O2Yb", "method": "ωB97M-V with the def2-TZVPD basis set", "symbols": ["Yb", "O", "O", "C", "C", "C", "H", "H"], "coordinates": [[3.47662, 0.41029, 0.21542], [-0.01624, 1.51111, -0.07116], [-1.29538, -0.14581, -0.12124], [0.13951, -0.77393, 0.03739], [0.97180, 0.24775, 0.05483], [-1.23771, 1.23793, -0.12610], [0.10065, -1.85590, 0.02139], [-2.13925, -0.63145, -0.01053]], "forces_ev_per_angstrom": [[1.24, 0.40, 0.06], [2.18, -0.97, 0.40], [1.74, -1.10, 0.37], [-4.25, -1.92, -0.46], [0.50, 3.81, -0.18], [-0.64, 0.46, -0.27], [0.12, -0.30, 0.10], [-0.88, -0.38, -0.02]], "energy_ev": -38725.510, "charge": 3, "homo_lumo_gap_ha": [0.371, 0.193], "spin_multiplicity": 2}